Entry 1:
The following is a quantum chemistry calculation of C34H37BeI2N4O3Sb as an isolated structure, from the OMol25 dataset.

The net charge is 0. For the HOMO-LUMO gap, the calculation gives 7.492 eV. The energy above the lowest of the compared OMol25 structures with the same formula, charge and spin comes out at 149.5 kJ/mol. The HOMO energy comes out at -0.276 Eh. Its spin multiplicity is 1.

Geometry as XYZ:
```
82
Properties=species:S:1:pos:R:3:forces:R:3
Be -0.550401 1.055168 -0.390159 -0.29 0.01 0.00
I 5.249499 5.408284 -2.575185 -0.01 -0.01 0.00
C 3.771165 4.052714 -1.990865 0.02 0.04 0.00
C 4.131602 2.798505 -1.525202 -0.09 -0.01 0.04
C 3.139219 1.916168 -1.126597 0.01 0.02 0.03
I 3.657585 0.022645 -0.421727 0.03 0.02 -0.10
C 1.775059 2.249928 -1.182449 -0.05 0.04 -0.03
O 0.870649 1.381949 -0.817128 0.07 -0.11 -0.12
C 1.443762 3.535185 -1.660991 0.04 0.03 -0.01
C -0.005357 3.918285 -1.720539 -0.03 -0.08 0.10
N -0.598936 3.775106 -0.393095 0.05 -0.06 -0.02
C -2.020121 3.960730 -0.324402 0.05 -0.16 0.00
C -2.757721 2.831294 -1.005571 0.11 -0.09 -0.04
C -4.031454 3.076017 -1.495668 -0.06 0.03 -0.04
C -4.721591 2.080417 -2.157059 -0.06 0.01 -0.05
C -4.099135 0.857857 -2.342142 -0.06 0.01 -0.01
C -2.836978 0.678640 -1.822163 0.17 -0.02 0.04
N -2.167382 1.630391 -1.143286 0.02 0.04 0.06
C 2.435534 4.420463 -2.055135 0.00 -0.04 0.04
H 5.171587 2.507857 -1.463952 -0.03 0.00 -0.01
H -0.113648 4.933313 -2.122187 0.00 0.05 -0.04
H -0.534721 3.243109 -2.400506 0.01 0.00 0.02
H -0.114780 4.357606 0.273607 0.06 0.01 0.06
H -2.322701 3.987218 0.726254 0.01 -0.02 0.03
H -2.366694 4.897259 -0.781210 -0.05 0.07 -0.02
H -4.459760 4.061884 -1.367065 0.00 -0.03 0.01
H -5.717043 2.262281 -2.542948 0.03 -0.01 0.02
H -4.573962 0.047761 -2.877372 0.01 0.02 0.01
H -2.326005 -0.264939 -1.955205 -0.03 0.14 0.04
H 2.158523 5.406140 -2.412863 0.00 -0.05 0.01
C -0.613897 0.624823 5.258395 -0.07 0.03 -0.04
C -1.314896 1.269992 4.062987 -0.06 -0.07 -0.03
Sb -0.189073 1.310653 2.231454 0.14 0.23 0.08
C 1.205338 -0.293907 2.578867 -0.02 0.00 -0.14
C 2.506950 0.030500 3.306359 -0.07 -0.05 0.00
C 1.062728 3.030905 2.655207 0.00 0.00 0.10
C 1.502451 3.286532 4.098835 -0.01 0.01 -0.08
H -1.272480 0.615570 6.131154 0.02 0.00 -0.01
H 0.295574 1.157258 5.538252 -0.01 0.00 -0.02
H -0.340280 -0.410711 5.048532 -0.02 0.04 -0.01
H -1.592499 2.306231 4.275125 0.02 -0.02 0.03
H -2.234005 0.732273 3.822456 0.05 0.02 0.01
H 1.423191 -0.682518 1.580296 -0.03 0.02 0.07
H 0.630137 -1.060069 3.098580 0.02 -0.06 0.03
H 3.042385 0.859312 2.839125 -0.04 -0.02 0.00
H 3.176610 -0.833868 3.285225 -0.02 0.02 -0.01
H 2.333589 0.283570 4.352859 -0.01 0.00 0.00
H 0.484948 3.893715 2.313719 -0.02 0.00 -0.06
H 1.919618 2.953253 1.977891 -0.01 0.01 0.05
H 0.642984 3.411782 4.762334 0.03 -0.02 -0.04
H 2.097203 4.201801 4.163768 -0.01 -0.02 0.01
H 2.110913 2.475609 4.496026 -0.01 0.01 -0.02
O -1.866863 -1.041301 1.691169 0.13 0.05 -0.05
C -1.282842 -1.435045 0.690654 0.17 0.02 -0.12
N -1.028821 -2.743800 0.406896 0.04 0.02 -0.10
C -0.378741 -2.938446 -0.874826 -0.19 0.09 -0.05
C -0.254507 -1.452978 -1.310743 0.05 0.01 0.23
O 0.177867 -1.082026 -2.382963 -0.04 0.06 0.07
N -0.759856 -0.641862 -0.328130 0.03 -0.29 0.02
C 0.983934 -3.620771 -0.744601 0.04 -0.02 0.03
C 1.191299 -4.559880 0.263019 0.02 0.05 0.02
C 2.407537 -5.215317 0.385409 0.01 0.01 -0.03
C 3.436760 -4.942205 -0.505493 -0.03 0.03 0.01
C 3.234456 -4.013991 -1.516657 -0.03 0.02 0.00
C 2.014934 -3.358777 -1.641126 0.01 -0.05 -0.03
C -1.275888 -3.733982 -1.840943 0.08 -0.04 0.01
C -1.421322 -3.399254 -3.182814 0.04 -0.05 -0.07
C -2.217524 -4.176925 -4.018794 0.01 0.00 0.05
C -2.871994 -5.296390 -3.530198 0.00 0.04 0.03
C -2.721951 -5.642040 -2.193042 0.02 0.01 -0.02
C -1.927746 -4.869306 -1.362051 0.01 0.02 0.04
H -1.319690 -3.467023 1.036539 -0.09 0.01 0.00
H 0.408298 -4.784419 0.977440 0.02 0.02 -0.01
H 2.550416 -5.935977 1.181702 0.00 0.02 -0.03
H 4.389886 -5.446961 -0.407970 -0.02 0.01 -0.01
H 4.032342 -3.786441 -2.214289 -0.04 -0.01 0.03
H 1.868023 -2.633354 -2.430362 0.00 -0.01 0.03
H -0.895036 -2.542992 -3.582907 -0.04 -0.04 0.03
H -2.315134 -3.904498 -5.062864 0.00 0.00 0.03
H -3.491588 -5.897767 -4.183474 0.02 0.00 0.01
H -3.218380 -6.519125 -1.797036 0.00 0.01 -0.01
H -1.811172 -5.169090 -0.326146 -0.01 0.01 -0.03
```
Positions in Å, forces in eV/Å.

---

Entry 2:
The following is a quantum chemistry calculation of C34H37F5GdN5OS as an isolated structure, from the OMol25 dataset.

The net charge is 0. For the HOMO-LUMO gap (spin up / spin down), the calculation gives 5.544 / 6.260 eV. As for the expectation value of S²: 15.888. The HOMO energy (spin up / spin down) comes out at -0.257 / -0.257 Eh. Its spin multiplicity is 8.

Geometry as XYZ:
```
84
Properties=species:S:1:pos:R:3:forces:R:3
Gd -0.300021 -0.791036 -0.129460 -0.22 -0.28 -0.25
C 2.426108 -2.265691 0.434508 -0.15 -0.06 0.07
C 1.914694 -2.328811 1.890762 -0.03 -0.02 -0.06
C 1.721892 -0.937581 2.511577 -0.01 -0.03 -0.03
N 0.467741 -0.316822 2.082850 0.17 -0.03 0.09
C -0.477361 -0.012804 2.937345 -0.19 0.13 0.12
C -0.496367 -0.491831 4.284509 -0.08 0.06 0.00
C -1.218348 -0.118678 5.390590 0.08 -0.05 -0.01
C -2.151076 0.906385 5.556784 0.01 -0.01 -0.04
C -2.641082 1.685490 4.539501 0.00 0.06 -0.08
C -2.424532 1.609791 3.160699 0.05 -0.08 0.04
C -1.616253 0.776528 2.367584 -0.03 0.04 0.19
N -1.742881 0.731679 1.037358 0.09 -0.04 -0.03
C -2.883920 1.410645 0.441399 0.07 0.04 0.08
C -3.122884 1.015053 -1.005006 -0.10 -0.07 -0.06
C -2.009979 1.381894 -1.979331 0.10 0.02 -0.02
N -0.991016 0.348641 -2.028817 0.24 -0.04 0.17
C -0.082166 0.376790 -3.007465 0.09 0.01 -0.05
C 0.072163 1.492331 -3.841711 -0.05 -0.03 -0.14
C 0.787919 1.687178 -5.027655 -0.08 0.08 0.15
C 1.494250 0.795303 -5.792271 0.02 -0.10 0.01
C 1.682702 -0.555694 -5.479065 0.00 0.00 -0.04
C 1.381845 -1.248029 -4.335129 0.08 0.12 0.14
C 0.800180 -0.827567 -3.095315 -0.14 0.11 -0.36
N 0.885868 -1.548277 -2.014652 0.24 -0.12 -0.17
C 1.729429 -2.739840 -1.967188 -0.03 0.06 -0.02
C 1.777822 -3.261658 -0.535132 -0.03 0.07 0.05
H 3.510299 -2.390132 0.424064 0.03 0.01 -0.02
H 2.282086 -1.254028 0.044155 0.02 0.13 -0.01
H 2.599306 -2.913995 2.505595 0.03 0.01 0.00
H 0.960418 -2.866251 1.933445 0.00 -0.03 0.02
H 2.534532 -0.291212 2.162937 0.00 0.03 -0.01
H 1.815435 -0.984811 3.594407 -0.01 0.01 0.05
H 0.177304 -1.318435 4.462231 0.00 -0.02 -0.02
H -0.998563 -0.701971 6.279537 -0.01 0.02 0.00
H -2.528139 1.084774 6.555255 0.01 -0.01 0.00
H -3.348979 2.454089 4.834416 0.01 0.00 -0.02
H -3.017841 2.311733 2.592650 -0.03 0.02 0.04
H -2.747331 2.503260 0.482065 0.00 0.04 0.00
H -3.789449 1.198174 1.019164 -0.05 -0.03 -0.01
H -4.045388 1.504619 -1.325202 0.01 0.02 0.00
H -3.311190 -0.061250 -1.073230 -0.01 -0.03 0.00
H -1.594982 2.361768 -1.690748 0.04 0.02 -0.01
H -2.429465 1.510263 -2.982456 -0.05 0.01 -0.03
H -0.487712 2.360320 -3.519084 0.03 0.03 -0.04
H 0.728867 2.697440 -5.421462 -0.01 0.00 0.02
H 1.907607 1.154546 -6.725795 0.01 -0.03 0.00
H 2.168571 -1.148535 -6.247640 0.00 0.00 0.00
H 1.672348 -2.289868 -4.347071 -0.01 -0.01 0.00
H 2.737889 -2.500096 -2.325789 0.03 -0.03 0.00
H 1.329076 -3.522991 -2.618748 -0.03 -0.01 -0.01
H 2.269540 -4.233193 -0.497632 0.04 -0.01 -0.01
H 0.752154 -3.484280 -0.219799 -0.08 -0.02 0.02
F -3.244995 -6.766430 1.849801 0.00 0.04 0.05
C -2.339366 -5.892402 1.315470 -0.04 -0.09 0.26
C -1.205873 -6.367519 0.492512 -0.02 0.13 -0.10
F -0.001937 -5.684141 0.780859 0.01 -0.01 -0.03
C -2.304209 -5.477575 -0.116900 0.15 -0.06 -0.26
F -3.072152 -6.008443 -1.110241 0.03 0.04 -0.01
C -2.103468 -4.030308 -0.146198 -0.17 -0.06 0.07
S -1.911339 -3.019037 -1.419962 0.09 0.16 -0.01
C -1.995110 -3.601485 1.224296 0.03 0.04 -0.07
F -1.606464 -2.340376 1.532705 0.02 -0.04 0.14
C -2.153931 -4.621812 2.065342 -0.05 -0.12 0.31
F -1.998491 -4.580493 3.370626 -0.03 0.00 -0.08
O 1.529231 0.867030 -0.399365 -0.09 -0.02 0.18
C 1.649661 2.029308 0.022310 -0.13 0.07 -0.22
C 2.927080 2.795974 -0.197866 0.03 0.04 0.03
C 2.773361 4.036587 -1.120234 0.03 -0.02 0.02
C 1.335080 4.486608 -1.383670 -0.02 -0.08 -0.01
C 0.601478 5.005636 -0.147771 0.04 0.08 0.00
C 0.725990 4.061655 1.051280 -0.06 -0.10 0.02
N 0.659732 2.660999 0.659541 0.15 -0.01 0.09
H 3.637331 2.087953 -0.616339 0.02 0.01 -0.02
H 3.305227 3.089687 0.784978 0.00 0.03 -0.03
H 3.239801 3.804886 -2.077906 -0.03 -0.01 -0.01
H 3.343759 4.866330 -0.695549 -0.01 0.00 0.00
H 0.775219 3.649852 -1.815181 0.03 0.02 0.02
H 1.340575 5.262840 -2.150696 0.01 0.03 0.02
H -0.451872 5.163290 -0.391489 0.00 -0.03 -0.01
H 1.004261 5.979598 0.144607 -0.02 -0.01 -0.01
H -0.073808 4.231239 1.769977 -0.01 0.04 0.00
H 1.660582 4.242835 1.584862 0.03 -0.02 -0.03
H -0.176473 2.114387 0.847663 -0.07 -0.03 -0.04
```
Positions in Å, forces in eV/Å.

---

Entry 3:
The following is a quantum chemistry calculation of C34H37N4O4PTb as an isolated structure, from the OMol25 dataset.

The net charge is +1. For the HOMO-LUMO gap (spin up / spin down), the calculation gives 7.021 / 7.068 eV. The energy above the lowest of the compared OMol25 structures with the same formula, charge and spin comes out at 184.7 kJ/mol. As for the expectation value of S²: 12.074. The HOMO energy (spin up / spin down) comes out at -0.391 / -0.392 Eh. Its spin multiplicity is 7.

Geometry as XYZ:
```
81
Properties=species:S:1:pos:R:3:forces:R:3
Tb 0.470352 -0.385626 1.221357 0.37 -0.56 -0.13
O 2.673282 -4.451162 0.564540 0.02 0.24 -0.08
C 2.060094 -3.369802 1.004338 0.01 -0.32 0.24
O 2.101469 -2.290163 0.441214 -0.22 0.33 0.00
C 1.295201 -3.564396 2.272353 0.11 0.11 -0.19
C 1.207092 -4.730448 2.997530 -0.02 -0.12 0.09
C 0.423816 -4.708836 4.152703 0.02 -0.04 0.00
C -0.237619 -3.549480 4.516556 0.02 -0.05 -0.01
C -0.075920 -2.421194 3.721017 0.10 -0.20 -0.01
N 0.681524 -2.444212 2.636731 -0.09 0.23 0.05
C -0.800267 -1.113784 3.964763 0.06 0.49 -0.26
O -1.732123 -1.089644 4.729602 0.01 0.08 0.14
O -0.348128 -0.133407 3.218525 -0.53 -0.44 0.46
H 3.144878 -4.223704 -0.254840 0.01 -0.09 0.00
H 1.725374 -5.621872 2.675301 -0.01 -0.01 0.01
H 0.329503 -5.602591 4.754814 0.00 0.00 -0.01
H -0.877351 -3.491627 5.385985 0.01 0.00 0.00
N -6.638417 -3.177102 -6.476892 0.00 0.00 0.01
C -6.105960 -2.969523 -5.480946 0.10 0.05 0.21
C -5.428952 -2.703119 -4.231785 -0.12 -0.05 -0.20
C -4.304248 -1.884241 -4.217930 0.04 0.04 -0.04
C -3.654407 -1.622127 -3.026027 0.00 0.06 -0.05
C -4.124822 -2.199159 -1.855186 0.09 0.05 0.20
C -5.243697 -3.014625 -1.855537 -0.07 -0.08 -0.05
C -5.901425 -3.261581 -3.048358 -0.04 -0.04 0.03
N -3.435335 -1.943640 -0.629774 -0.13 -0.09 -0.06
C -3.979307 -1.791263 0.635152 0.00 0.06 -0.14
C -2.941537 -1.503142 1.457842 0.10 -0.05 -0.10
N -1.764764 -1.491337 0.720850 0.22 0.29 0.34
C -2.108797 -1.760013 -0.519538 -0.05 0.00 -0.08
H -3.948951 -1.441292 -5.138412 0.01 0.00 0.01
H -2.802689 -0.952607 -3.013812 -0.01 -0.04 0.01
H -5.592151 -3.473386 -0.939779 0.02 0.01 0.00
H -6.774699 -3.898796 -3.065376 0.00 0.01 0.00
H -5.037800 -1.850254 0.817315 0.02 -0.01 -0.02
H -2.968995 -1.286008 2.512848 0.03 0.00 0.00
H -1.433643 -1.799491 -1.357693 -0.01 -0.01 0.01
C 1.205339 2.622903 4.219831 0.05 0.00 0.02
C 1.807960 3.317332 2.994509 -0.03 0.04 0.11
C 3.111346 4.030294 3.355002 0.02 0.04 0.08
P 1.943495 2.176883 1.551018 -0.23 -0.35 -0.13
C 1.692005 3.203132 0.050567 0.08 0.15 -0.07
C 0.251635 3.713558 -0.014869 -0.01 0.08 -0.01
C 2.690470 4.349531 -0.097569 -0.01 0.08 -0.07
C 3.679711 1.574769 1.472614 0.09 0.05 -0.05
C 3.968667 0.964464 0.099475 0.03 -0.05 -0.08
C 3.917340 0.555929 2.587878 -0.03 -0.04 0.03
H 0.981500 3.360024 4.993227 0.04 0.01 -0.02
H 1.910095 1.905494 4.648475 -0.02 0.00 -0.01
H 0.289318 2.083797 3.985767 0.00 0.03 -0.01
H 1.087471 4.066081 2.650497 0.00 0.00 -0.01
H 3.841632 3.332149 3.767835 0.00 -0.01 0.00
H 2.912171 4.776372 4.126518 0.00 -0.01 0.00
H 3.572292 4.542618 2.512072 -0.02 -0.02 0.00
H 1.821361 2.496096 -0.773297 0.01 -0.03 0.00
H 0.057647 4.464342 0.755190 -0.02 -0.03 -0.03
H -0.482215 2.913140 0.084722 0.02 -0.07 0.03
H 0.075275 4.186106 -0.983052 0.03 0.02 0.02
H 2.523631 5.120391 0.657641 -0.01 -0.02 -0.03
H 2.565400 4.822106 -1.073807 0.00 0.00 0.01
H 3.729010 4.020911 -0.023844 -0.03 -0.01 0.00
H 4.348486 2.424153 1.624697 0.06 -0.01 0.01
H 3.214991 0.236044 -0.220734 -0.06 -0.01 0.09
H 4.925701 0.438914 0.119575 0.01 0.05 0.00
H 4.014269 1.719962 -0.684153 0.03 0.01 0.02
H 3.280069 -0.330305 2.467497 -0.02 -0.02 -0.04
H 3.716299 0.958395 3.580431 0.01 0.03 0.00
H 4.949267 0.201466 2.567953 0.00 0.02 0.00
C 0.205847 0.168399 -1.067197 0.01 0.24 -0.32
C 0.052117 0.447783 -2.247538 -0.10 0.03 -0.07
C -0.206474 0.770568 -3.627416 0.07 -0.06 0.11
C 0.754991 0.533800 -4.612977 -0.02 -0.02 -0.01
C 0.484622 0.833298 -5.938893 -0.05 0.01 0.04
C -0.745314 1.372089 -6.296408 0.02 -0.01 -0.01
C -1.706276 1.612532 -5.323338 0.03 -0.03 0.04
C -1.439531 1.314753 -3.995528 -0.03 0.05 -0.03
H 1.708984 0.110138 -4.327585 0.00 0.01 -0.01
H 1.234430 0.644868 -6.695973 0.00 0.01 0.00
H -0.953069 1.608358 -7.331772 0.00 -0.01 0.01
H -2.663262 2.037855 -5.597239 0.01 0.00 0.00
H -2.179282 1.513159 -3.229255 0.01 0.01 -0.01
```
Positions in Å, forces in eV/Å.

---

no.,electronic energy (eV)
1,-71106.6319
2,-90610.3668
3,-81727.4948